The following is a quantum chemistry calculation of the molecule C19H29FINO5S, from the Open Molecules 2025 dataset.

Geometry (Å):
C -4.426 3.553 0.398
C -2.890 2.980 0.105
F -1.835 3.712 0.849
C -2.867 1.411 0.575
C -2.712 1.196 2.195
C -1.224 0.739 2.700
I -1.384 0.540 4.918
O -0.768 -0.576 2.233
S -1.481 -1.043 0.759
O -0.542 -2.114 0.107
O -2.787 -1.838 1.144
C -1.782 0.472 -0.286
C -2.457 0.228 -1.748
C -3.196 -1.211 -1.981
C -4.757 -1.222 -1.381
O -5.574 -0.239 -2.155
C -0.341 1.280 -0.547
C 0.750 0.409 -1.407
C 2.066 -0.089 -0.567
N 3.147 0.965 -0.440
C 4.531 0.427 -0.728
C 4.947 -0.918 0.112
C 4.382 -1.345 1.591
C 4.799 -2.738 2.374
C 5.832 -3.788 1.635
C 6.451 -3.390 0.134
C 6.013 -1.968 -0.629
O 6.606 -1.721 -1.970
H -4.457 4.042 1.470
H -5.244 2.715 0.383
H -4.704 4.381 -0.390
H -2.673 3.059 -1.061
H -3.934 0.963 0.283
H -3.574 0.439 2.529
H -3.019 2.235 2.697
H -0.476 1.622 2.527
H -1.733 0.394 -2.671
H -3.304 1.061 -1.875
H -2.579 -2.155 -1.660
H -3.344 -1.319 -3.161
H -5.174 -2.289 -1.626
H -4.814 -0.959 -0.243
H -6.467 -0.092 -1.696
H 0.184 1.603 0.451
H -0.507 2.290 -1.161
H 1.093 1.049 -2.351
H 0.219 -0.553 -1.876
H 1.764 -0.423 0.522
H 2.444 -1.085 -1.107
H 3.013 1.739 -1.154
H 5.330 1.262 -0.431
H 4.701 0.248 -1.895
H 3.612 -0.621 2.123
H 4.286 -2.918 3.428
H 6.120 -4.806 2.161
H 7.185 -4.182 -0.358
H 7.550 -1.409 -1.848

Force components x, y, z for each atom (eV/Å):
0.617 0.864 0.455
-0.870 -1.024 -0.142
-2.226 -1.235 -1.484
-0.278 -0.940 -0.097
-1.242 0.626 0.088
-1.278 1.349 0.313
0.209 0.103 -1.166
-1.147 1.857 -2.048
-1.199 -8.542 -0.280
-2.415 5.018 2.110
3.958 4.282 -1.185
0.251 3.092 -0.766
-0.863 -0.539 -0.861
-1.304 0.352 -1.082
0.512 -0.572 -0.423
-0.483 -0.495 1.639
0.935 0.250 -0.032
-0.090 -0.522 -0.703
-0.779 -1.089 -0.284
0.357 -0.406 -1.333
1.474 -0.053 0.058
1.196 -3.525 1.016
2.046 -2.083 -1.568
1.389 1.111 -4.088
-1.308 3.896 -1.741
-2.602 2.086 2.117
-0.618 -1.582 3.340
-0.251 0.150 3.172
0.130 -0.947 -2.158
1.807 1.481 -0.162
0.585 -1.687 1.633
-0.189 0.000 2.679
2.432 1.046 0.613
2.325 1.396 -0.639
1.093 -2.309 -0.905
-1.172 -2.077 0.166
-1.090 -0.361 2.366
1.824 -1.841 0.372
-1.249 2.031 -0.249
0.295 0.297 2.526
0.742 1.933 0.841
0.265 -0.786 -2.116
2.134 -0.581 -0.848
-1.196 -0.651 -1.812
-0.214 -2.323 1.526
-0.574 -1.268 2.060
1.215 2.086 1.214
0.368 0.619 -2.225
-0.597 2.194 1.091
-0.014 -1.419 1.190
-1.785 -1.707 -0.548
-0.315 -0.100 2.496
1.831 -1.646 -1.311
1.378 0.243 -2.562
-0.620 2.410 -1.312
-1.758 2.095 0.958
-1.643 -0.555 0.089

Values from the calculation:
LUMO   -0.06 eV
Calculated total energy   -53537.919 eV
Kohn-Sham gap   8.17 eV
SMILES   C[C@@H](F)[C@@H]1C[C@@H](I)OS(=O)(=O)[C@]1(CCCO)CCCNCc1ccccc1O

Atom charges from the natural (NBO) analysis, given in e for atoms 1 to 5: -0.6712 0.2022 -0.3953 -0.2637 -0.5136